# 1
{"formula": "C37H30ClN5O4PdSi", "method": "ωB97M-V/def2-TZVPD", "species": ["Pd", "N", "C", "C", "C", "C", "C", "C", "C", "C", "N", "C", "H", "H", "H", "H", "H", "H", "H", "H", "O", "Cl", "O", "O", "O", "C", "C", "C", "C", "C", "C", "Si", "C", "C", "C", "C", "C", "C", "C", "C", "C", "C", "C", "C", "H", "H", "H", "H", "H", "H", "H", "H", "H", "H", "H", "H", "H", "H", "H", "N", "C", "C", "C", "C", "C", "C", "C", "N", "C", "C", "N", "C", "H", "H", "H", "H", "H", "H", "H"], "positions_angstrom": [[-0.99088, 0.93022, 0.57722], [-2.91023, 2.45718, 0.91266], [-3.61892, 2.75678, -0.27162], [-4.98203, 2.76170, -0.31843], [-5.66630, 2.96702, -1.54059], [-4.98052, 3.16256, -2.69975], [-3.56201, 3.14374, -2.68736], [-2.78497, 3.28867, -3.86052], [-1.42933, 3.20725, -3.78745], [-0.83163, 2.98079, -2.53017], [-1.50702, 2.85622, -1.41368], [-2.87216, 2.94120, -1.47455], [-2.21062, 3.13160, 1.15733], [-3.48707, 2.23349, 1.70795], [-5.54286, 2.59706, 0.59782], [-6.75049, 2.96618, -1.54443], [-5.50183, 3.32298, -3.63966], [-3.28434, 3.44399, -4.81186], [-0.80443, 3.29422, -4.66871], [0.24944, 2.88210, -2.46629], [-3.98461, 0.42330, 3.26024], [-2.61972, -0.03059, 3.14520], [-2.34427, -1.08259, 4.08778], [-1.70272, 1.08193, 3.32817], [-2.41272, -0.56564, 1.75909], [1.17932, -4.54558, -0.98597], [0.17096, -3.97620, -0.21880], [-0.05199, -2.60392, -0.27937], [0.72469, -1.77235, -1.09619], [1.70332, -2.37530, -1.89544], [1.93473, -3.74497, -1.83721], [0.42406, 0.07539, -1.13902], [-0.12026, 0.46607, -2.88654], [0.78921, 0.89713, -3.86028], [0.37001, 1.15860, -5.16354], [-0.96803, 1.00326, -5.50843], [-1.88708, 0.58488, -4.55087], [-1.46526, 0.32204, -3.25183], [2.01541, 1.03923, -0.82963], [3.29914, 0.49055, -0.92746], [4.43343, 1.24653, -0.64160], [4.31069, 2.57184, -0.24285], [3.04590, 3.13637, -0.12343], [1.91808, 2.37571, -0.41350], [1.36427, -5.61246, -0.93672], [-0.44394, -4.59899, 0.42219], [-0.86146, -2.17226, 0.30472], [2.27547, -1.77619, -2.60082], [2.69862, -4.19148, -2.46555], [1.83621, 1.04294, -3.59716], [1.08761, 1.48880, -5.90758], [-1.29476, 1.20835, -6.52256], [-2.93331, 0.46870, -4.81594], [-2.19579, 0.01060, -2.50587], [3.42582, -0.55069, -1.20131], [5.41543, 0.79297, -0.71983], [5.19377, 3.16016, -0.02246], [2.93714, 4.16534, 0.20323], [0.93830, 2.82754, -0.27339], [2.01008, -6.86843, 7.07059], [1.94105, -5.90598, 6.44247], [1.86060, -4.69269, 5.64982], [0.65600, -4.00408, 5.54360], [0.58105, -2.84464, 4.79213], [1.71260, -2.39043, 4.13165], [2.91675, -3.06919, 4.22631], [2.99296, -4.21778, 4.99379], [1.62938, -1.21520, 3.33047], [2.60408, -0.24181, 3.15192], [2.07835, 0.64912, 2.27704], [0.81364, 0.22839, 1.89529], [0.57850, -0.88598, 2.54432], [-0.21954, -4.37065, 6.06422], [-0.34648, -2.28402, 4.72921], [3.78491, -2.71216, 3.68499], [3.92578, -4.75996, 5.07432], [3.53643, -0.24969, 3.69669], [2.52110, 1.55847, 1.89070], [-0.31471, -1.48725, 2.48307]], "mulliken_spin": [1.50, 0.05, -0.02, 0.01, 0.00, 0.01, -0.01, 0.00, 0.00, -0.01, 0.03, 0.01, 0.01, 0.00, 0.00, 0.00, 0.00, 0.00, 0.00, -0.01, 0.00, 0.00, 0.00, 0.00, 0.05, 0.00, 0.02, 0.00, 0.01, 0.00, 0.00, 0.14, -0.03, 0.04, 0.00, 0.01, 0.01, 0.03, -0.02, 0.01, 0.00, 0.01, 0.01, 0.02, 0.00, 0.00, 0.01, 0.00, 0.00, 0.00, 0.00, 0.00, 0.00, 0.02, 0.00, 0.00, 0.00, 0.00, -0.01, 0.00, 0.00, 0.00, 0.00, 0.00, 0.00, 0.00, 0.00, 0.00, 0.01, -0.02, 0.14, -0.04, 0.00, 0.00, 0.00, 0.00, 0.00, 0.00, 0.01], "charge": 0, "e_lumo_ev": [-0.05, -1.31], "multiplicity": 3, "homo_energy_ev": [-7.30, -8.49], "orbital_gap_ev": [7.2452, 7.1791], "e_above_lowest_kj_mol": 145.47}

---

# 2
{"formula": "C22H43N2P3SSn", "method": "ωB97M-V/def2-TZVPD", "species": ["Sn", "P", "P", "P", "H", "C", "C", "H", "C", "C", "C", "C", "C", "C", "C", "C", "C", "H", "H", "H", "H", "H", "H", "H", "H", "H", "H", "H", "H", "H", "H", "H", "H", "H", "H", "H", "H", "H", "H", "H", "H", "H", "H", "H", "H", "H", "C", "C", "C", "C", "C", "C", "S", "H", "H", "H", "H", "H", "H", "N", "C", "C", "C", "N", "C", "C", "H", "H", "H", "H", "H", "H"], "positions_angstrom": [[0.02481, 0.41920, -0.08795], [1.79147, 1.86339, 1.22257], [-1.53041, 1.01181, 2.21442], [-1.23778, 2.66945, -0.94697], [0.66337, -2.51655, -5.52354], [0.43878, -1.49061, -5.54226], [1.55722, -0.67530, -5.19047], [2.41612, -1.28435, -4.81218], [3.10150, 0.82117, 1.99437], [1.29743, 2.96254, 2.60665], [2.74836, 3.06466, 0.19058], [-3.12198, 0.13397, 2.06721], [-0.94456, 0.28323, 3.80721], [-2.15336, 2.61459, 2.85859], [-1.05359, 3.11988, -2.68826], [-0.95631, 4.26663, -0.09015], [-3.03213, 2.37755, -0.71843], [-0.29677, -1.17972, -6.23216], [1.72444, 0.23728, -5.78174], [3.27581, -0.05871, 1.34473], [2.72761, 0.47388, 2.98289], [4.01196, 1.46153, 2.06039], [0.94323, 2.37054, 3.46076], [0.46479, 3.63769, 2.34603], [2.20944, 3.50392, 2.93581], [3.09599, 2.55313, -0.72712], [3.55958, 3.47880, 0.84122], [2.09675, 3.87779, -0.19441], [-3.65932, 0.42709, 2.98296], [-2.93945, -0.94885, 2.07572], [-3.66307, 0.42560, 1.15565], [-1.77582, 0.54088, 4.49475], [-0.03578, 0.79084, 4.17410], [-0.77322, -0.80157, 3.69087], [-2.79292, 2.30955, 3.69706], [-2.74255, 3.18686, 2.12727], [-1.36146, 3.23172, 3.29947], [-1.82909, 3.87267, -2.91021], [-1.15428, 2.21212, -3.29841], [-0.04214, 3.52166, -2.85274], [-1.56364, 5.03877, -0.61595], [0.11252, 4.53256, -0.09140], [-1.26543, 4.26418, 0.96725], [-3.53934, 2.99781, -1.47685], [-3.40666, 2.55884, 0.31321], [-3.26993, 1.36075, -1.06535], [0.32658, -1.20579, -2.97518], [-0.79391, -1.32299, -3.89911], [-1.58042, -2.43766, -3.66232], [-0.91550, -3.52042, -3.09125], [0.40431, -3.61542, -2.57916], [1.12543, -2.43745, -2.73576], [1.43671, 0.13942, -3.56703], [0.01272, -0.78554, -1.93748], [-1.15906, -0.38606, -4.38145], [-2.54538, -2.60430, -4.17268], [-1.60875, -4.34291, -2.93532], [0.74353, -4.56289, -2.23552], [2.13921, -2.23431, -2.44353], [1.34488, -5.73003, 3.11632], [1.22026, -4.49112, 2.55827], [0.78867, -4.37945, 1.19936], [0.62335, -3.08590, 0.72985], [0.88829, -1.95990, 1.40270], [1.23236, -2.08611, 2.68952], [1.42247, -3.30513, 3.31565], [1.17169, -6.56838, 2.55353], [1.63836, -5.84967, 4.09468], [0.57606, -5.25090, 0.54747], [0.28169, -2.96974, -0.28675], [1.39536, -1.18138, 3.25988], [1.71092, -3.34488, 4.37010]], "lowdin_charge": [0.85, 0.66, 0.70, 0.67, 0.11, 0.06, -0.42, 0.10, -0.23, -0.24, -0.22, -0.24, -0.23, -0.23, -0.24, -0.23, -0.25, 0.11, 0.11, 0.05, 0.05, 0.08, 0.03, 0.03, 0.09, 0.06, 0.09, 0.04, 0.07, 0.06, 0.04, 0.08, 0.04, 0.04, 0.07, 0.05, 0.05, 0.08, 0.03, 0.07, 0.09, 0.04, 0.03, 0.08, 0.04, 0.05, -0.67, -0.17, 0.02, 0.01, -0.02, -0.04, 0.91, -0.08, 0.15, 0.16, 0.14, 0.12, 0.12, 0.34, -0.20, 0.09, -0.11, 0.04, -0.12, 0.09, 0.18, 0.18, 0.15, 0.08, 0.09, 0.16], "charge": 4, "e_lumo_ev": [-14.73, -13.26], "homo_energy_ev": [-18.89, -19.25], "orbital_gap_ev": [4.1595, 5.9876], "e_above_lowest_kj_mol": 12.73}

---

# 3
{"formula": "C5H10N2O3", "method": "ωB97M-V/def2-TZVPD", "species": ["C", "C", "C", "C", "C", "N", "O", "N", "O", "O", "H", "H", "H", "H", "H", "H", "H", "H", "H", "H"], "positions_angstrom": [[1.93389, 0.01372, 1.10465], [1.48379, 0.22724, -0.34362], [-0.06928, 0.05266, -0.54664], [-0.98468, 0.22250, 0.64359], [-2.44948, 0.45258, 0.39213], [-0.69710, 0.56213, -1.76765], [-0.07342, 1.08557, -2.63590], [0.07706, -1.49581, -0.88962], [-0.17944, -2.30539, -0.00525], [0.50989, -1.74243, -1.96187], [1.75075, -0.97207, 1.31081], [1.52120, 0.77356, 1.68032], [3.06836, 0.13417, 0.97595], [1.79922, 1.24918, -0.59140], [2.03044, -0.40520, -1.17046], [-0.76037, -0.67380, 1.32240], [-0.65329, 1.14651, 1.26427], [-2.57688, 1.43115, 0.09550], [-2.96779, -0.15665, -0.29833], [-2.76287, 0.40037, 1.42111]], "lowdin_charge": [-0.08, -0.18, -0.34, -0.20, -0.09, 0.02, 0.08, -0.35, 0.08, 0.10, 0.04, 0.05, 0.12, 0.11, 0.15, 0.14, 0.15, 0.05, 0.07, 0.08], "charge": 0, "e_lumo_ev": [-0.66, -0.66], "homo_energy_ev": [-9.45, -9.45], "orbital_gap_ev": [8.7976, 8.7971], "e_above_lowest_kj_mol": 757.12, "smiles": "CCC(CC)(N=O)[N+](=O)[O-]"}

---

# 4
{"formula": "C3H11NOP", "method": "ωB97M-V/def2-TZVPD", "species": ["C", "C", "C", "N", "O", "P", "H", "H", "H", "H", "H", "H", "H", "H", "H", "H", "H"], "positions_angstrom": [[-2.60780, 0.68525, -1.21551], [2.73698, 0.53428, 1.05077], [0.81656, -1.13664, -0.20862], [-0.00404, 0.77450, 1.99441], [-2.02024, -0.62645, -1.24454], [0.99338, 0.19979, 0.97656], [-1.93679, 1.30714, -0.58301], [-3.69220, 0.56702, -0.74173], [-2.64310, 1.08683, -2.25934], [3.05048, 1.19537, 0.25411], [3.16248, -0.43030, 0.87611], [3.01722, 1.04402, 2.03514], [0.62870, -2.12709, 0.28540], [1.90954, -1.35981, -0.63601], [0.10729, -0.91677, -1.07358], [-0.90473, 0.39781, 2.16666], [-2.61373, -1.19495, -1.67683]], "mulliken_spin": [0.00, 0.00, 0.05, 1.00, 0.00, 0.84, 0.00, 0.00, 0.00, 0.04, 0.02, 0.00, 0.04, 0.00, 0.02, 0.00, 0.00], "charge": 1, "e_lumo_ev": [-3.69, -8.93], "multiplicity": 3, "homo_energy_ev": [-12.24, -13.96], "orbital_gap_ev": [8.5493, 5.0317], "e_above_lowest_kj_mol": 119.33}

---

# 5
{"formula": "C17H32BN2O7PS", "method": "ωB97M-V/def2-TZVPD", "species": ["C", "C", "P", "C", "C", "C", "C", "N", "B", "C", "O", "C", "S", "C", "N", "H", "H", "H", "H", "H", "H", "H", "H", "H", "H", "H", "H", "H", "H", "H", "H", "C", "C", "O", "C", "O", "O", "C", "H", "H", "H", "H", "H", "H", "H", "H", "C", "C", "O", "C", "O", "O", "C", "H", "H", "H", "H", "H", "H", "H", "H"], "positions_angstrom": [[-2.81939, 4.22801, -2.99779], [-2.23183, 2.82320, -3.15040], [-0.56586, 2.67098, -2.40018], [0.16398, 1.05573, -2.89629], [-0.81974, -0.09247, -3.24613], [-0.69486, 2.68221, -0.50532], [-1.79997, 3.47226, -0.05546], [-2.71497, 4.10560, 0.29525], [0.65048, 3.37030, 0.11733], [1.93758, 3.75968, -0.67787], [0.63529, 3.64465, 1.46676], [-0.92114, 1.22925, 0.02079], [-1.05101, 0.99348, 1.83187], [-2.17951, 0.76144, -0.53284], [-3.16915, 0.32376, -0.95992], [-3.80861, 4.13784, -2.58922], [-2.24831, 4.84226, -2.32708], [-2.86359, 4.74407, -3.94093], [-2.07079, 2.64767, -4.20317], [-2.93086, 2.06310, -2.84284], [0.83407, 0.68583, -2.13517], [0.77915, 1.23234, -3.75699], [-0.59782, -1.00298, -2.71711], [-1.83886, 0.17215, -3.04029], [-0.77331, -0.28998, -4.30279], [1.73254, 4.18312, -1.64160], [2.64492, 2.94657, -0.76737], [2.44446, 4.51894, -0.10022], [-0.00268, 4.33116, 1.66213], [-0.14921, 0.55529, -0.29737], [-1.53590, 2.14115, 2.32127], [7.38398, -1.26995, -0.97934], [6.44023, -1.06894, -2.14557], [5.19231, -1.75264, -1.95187], [4.35034, -1.17388, -1.10610], [4.51660, -0.13153, -0.53287], [3.25662, -1.93310, -1.02819], [2.28921, -1.45688, -0.09552], [7.53300, -2.33362, -0.79078], [8.34900, -0.81102, -1.19191], [6.98585, -0.82479, -0.06926], [6.86533, -1.50201, -3.04816], [6.25695, -0.01239, -2.33826], [2.03730, -0.41645, -0.29791], [2.65901, -1.55819, 0.92273], [1.40198, -2.07304, -0.21552], [-3.20306, -4.75964, 6.02451], [-2.81352, -5.25520, 4.64798], [-3.61632, -4.66566, 3.61696], [-3.31163, -3.40787, 3.30578], [-2.41775, -2.75854, 3.77887], [-4.14889, -3.00483, 2.35652], [-3.97612, -1.63890, 1.96162], [-4.26693, -4.92362, 6.19955], [-2.63436, -5.28618, 6.79073], [-3.01105, -3.69313, 6.12693], [-2.99314, -6.32562, 4.57325], [-1.75803, -5.08004, 4.44149], [-2.94899, -1.44011, 1.67121], [-4.27086, -0.97485, 2.77263], [-4.62450, -1.47051, 1.10788]], "lowdin_charge": [-0.16, -0.41, 1.06, -0.37, -0.13, -0.45, -0.29, 0.22, -0.52, 0.00, 0.11, -0.59, 0.85, -0.30, 0.21, 0.07, 0.04, 0.06, 0.07, 0.05, 0.05, 0.06, 0.07, 0.02, 0.07, 0.04, 0.07, 0.07, 0.11, 0.07, -0.11, -0.06, -0.21, 0.04, -0.62, 0.12, 0.01, -0.04, 0.08, 0.08, 0.07, 0.12, 0.12, 0.07, 0.11, 0.10, -0.07, -0.21, 0.04, -0.62, 0.12, 0.01, -0.05, 0.08, 0.08, 0.07, 0.12, 0.12, 0.06, 0.10, 0.09], "charge": 0, "e_lumo_ev": 0.35, "homo_energy_ev": -8.43, "orbital_gap_ev": 8.7839, "smiles": "CCP(CC)[C@](C#N)(B(C)O)[C@@H](S)C#N.CCOC(=O)OC.CCOC(=O)OC"}

---

# 6
{"formula": "C2H4N2O2", "method": "ωB97M-V/def2-TZVPD", "species": ["H", "N", "C", "C", "O", "O", "N", "H", "H", "H"], "positions_angstrom": [[2.57894, -0.21519, 0.79398], [1.68540, -0.69226, 0.81331], [0.80583, -0.36448, 0.03881], [0.28596, 0.73511, -0.84434], [-0.49917, 1.59711, -0.50734], [-0.56989, -1.11719, -0.22681], [-1.71384, -0.67541, 0.43071], [1.06634, 0.92866, -1.60169], [-1.46585, -0.19559, 1.29343], [-2.17372, -0.00075, -0.19006]], "lowdin_charge": [0.09, 0.22, -0.26, -0.23, 0.05, -0.18, 0.01, 0.13, 0.09, 0.08], "charge": 0, "e_lumo_ev": 0.18, "homo_energy_ev": -8.81, "orbital_gap_ev": 8.9904, "e_above_lowest_kj_mol": 558.13, "smiles": "[H]/N=C(\\C=O)ON"}